C3H18N2O3 | wB97M-V/def2-TZVPD

```
26
Properties=species:S:1:pos:R:3:forces:R:3
C -1.3952 -0.8132 0.4774 -2.406 1.747 1.109
C 0.0494 -0.7339 -0.0155 -0.868 -0.464 -1.001
C 1.0587 -1.3760 0.9024 -0.685 -1.089 0.676
N 1.8368 -0.4228 1.7494 -0.550 1.299 0.904
N -2.3548 -0.5791 -0.7129 0.766 -1.370 -0.491
H -1.7455 -0.0088 1.2494 1.087 -1.089 -1.354
H -1.8030 -1.7324 0.8870 0.896 -0.511 0.109
H 0.3386 0.2652 -0.2654 0.009 0.979 0.109
H 0.0464 -1.1990 -1.0244 0.361 -0.247 0.652
H 0.4922 -2.0564 1.5632 0.649 0.196 -0.036
H 1.7606 -1.9776 0.3411 0.308 0.034 0.045
H 2.4259 -0.8867 2.4524 0.171 -0.160 -0.545
H 2.4056 0.2059 1.1272 0.126 -0.705 0.020
H 1.2504 0.2066 2.3416 0.046 -0.542 -0.653
H -3.3346 -0.4826 -0.4515 -0.021 0.538 0.366
H -2.3837 -1.3991 -1.3819 0.483 1.102 0.649
H -1.9974 0.2417 -1.1914 -0.480 0.298 -0.654
H -0.7710 1.3042 -4.5182 -0.248 0.361 0.403
H -0.2986 -0.0651 -4.3085 -0.144 0.026 0.494
O -0.6890 0.6648 -3.7954 0.331 -0.498 -0.690
H -1.5211 2.9375 1.8253 -0.299 0.353 0.441
H -2.3650 2.3092 3.0203 0.104 0.492 -0.108
O -1.8810 2.1337 2.2072 0.256 -0.963 -0.416
H 3.8682 1.1551 -0.3848 0.113 -0.238 -0.610
H 3.2551 -0.0644 -1.2431 0.461 0.560 0.138
O 3.2835 0.3869 -0.3869 -0.465 -0.111 0.442
```
Positions in Å, forces in eV/Å.

Properties
Charge = +2
HOMO = -17.5609 eV
Molecular weight = 130.2 g/mol
Relative energy (zero: lowest compared OMol25 entry of this formula, charge and spin) = 15.4 kcal per mole
Gap between HOMO and LUMO = 11.49 eV
Calculated total energy = -459.74188 hartree


C3H18N2O6 | wB97M-V/def2-TZVPD

```
29
Properties=species:S:1:pos:R:3:forces:R:3
C 0.4552 -1.5015 0.9248 0.385 1.249 0.503
N 0.1134 -0.1161 0.5607 -0.857 -0.409 -0.111
C -0.9744 0.2299 -0.1684 0.026 0.189 -0.242
N -2.0614 -0.5876 -0.1016 -0.370 -0.300 -0.052
O -0.9674 1.2392 -0.8828 0.025 0.025 0.164
C 1.9357 -1.6968 0.7225 1.214 -1.780 -0.099
H -0.1329 -2.2015 0.3495 -0.148 -0.031 -0.185
H 0.2300 -1.5789 1.9815 -0.175 -0.561 0.241
H 0.8611 0.4920 0.3204 0.826 0.381 -0.002
H -2.7970 -0.4064 -0.7630 0.017 0.222 0.061
H -2.3284 -1.0696 0.7397 0.259 -0.075 0.004
H 2.5804 -1.5937 1.5972 -0.304 1.020 0.103
H 2.3586 -1.2299 -0.1632 -0.212 0.500 0.097
H 2.1783 -2.7473 0.5357 -0.544 -0.265 -0.241
H 4.1572 0.9259 -0.4867 0.447 -0.195 0.647
H 4.3295 1.6690 0.9534 0.456 -0.701 0.045
O 3.9534 1.6732 0.0786 -0.954 0.867 -0.692
H 0.4356 -3.0563 -2.1758 0.381 -0.005 -0.036
H -0.3791 -1.8443 -2.4324 0.098 0.568 -0.311
O 0.5457 -2.1112 -2.3394 -0.477 -0.477 0.287
H -0.9713 0.7532 -2.5839 -0.100 -0.523 -0.251
H -1.8588 0.7162 -3.8023 0.002 -0.253 -0.174
O -1.2460 0.1533 -3.3160 -0.036 0.560 0.221
H -1.1361 1.1126 2.4507 0.163 -0.143 0.151
H -1.7352 2.4086 2.8529 0.009 -0.009 0.163
O -1.6293 1.5036 3.1823 -0.007 0.047 -0.255
H -1.4200 3.2074 0.1518 -0.023 -0.229 -0.010
H -2.5208 2.4333 0.8751 0.006 0.030 -0.233
O -1.9760 3.2237 0.9387 -0.110 0.301 0.207
```
Positions in Å, forces in eV/Å.

Properties
Charge = 0
HOMO = -10.2055 eV
Molecular weight = 178.2 g/mol
Relative energy (zero: lowest compared OMol25 entry of this formula, charge and spin) = 0.5 kcal per mole
Gap between HOMO and LUMO = 10.67 eV
Calculated total energy = -686.07771 hartree
SMILES string = CCNC(N)=O.O.O.O.O.O


C3H18N6O6 | wB97M-V/def2-TZVPD

```
33
Properties=species:S:1:pos:R:3:forces:R:3
O -0.5061 -2.2754 1.4560 3.826 -3.694 0.056
H 0.0387 -1.9763 2.1840 0.174 -0.203 0.584
H -0.5476 -1.5250 0.8632 -1.141 -0.631 -0.452
O 2.5067 -1.2186 0.2523 0.338 -0.123 -0.187
H 1.9926 -1.6415 0.9401 0.686 -0.852 0.864
H 3.4157 -1.3236 0.5332 0.367 0.066 0.042
O 0.0861 -0.6255 0.1503 0.480 -6.467 -6.528
H 0.0893 -0.2043 -0.7092 -0.138 -0.659 -1.332
H 0.9447 -1.0433 0.2161 0.343 0.212 -0.903
C 0.9695 0.4433 -3.4621 -0.690 0.360 -0.234
O 0.0940 1.2602 -3.4265 -1.371 1.554 -1.006
N 1.6255 0.1689 -2.3379 1.349 -1.649 1.267
N 1.3537 -0.3089 -4.5210 0.121 -0.388 -0.359
H 2.1858 -0.6686 -2.4077 0.377 0.482 1.202
H 1.4813 0.7286 -1.5097 0.576 -0.102 -0.249
H 1.9799 -1.0690 -4.2968 0.069 0.293 -0.879
H 1.2650 0.0763 -5.4504 -0.067 -0.401 0.219
C -2.5139 -0.3351 2.7012 -1.930 -0.623 1.833
O -3.4497 0.1191 3.3762 0.493 0.467 -0.747
N -1.5612 0.3597 2.1312 -0.903 0.949 0.924
N -2.3697 -1.6284 2.5111 -4.313 -2.630 2.106
H -0.7786 -0.0764 1.6648 -2.271 0.615 1.333
H -1.7952 1.3421 2.1450 0.855 -0.073 -0.234
H -1.6363 -2.2084 2.1292 -1.018 0.451 0.193
H -3.1914 -2.0760 2.8912 0.165 -0.286 0.121
C -0.3048 2.4128 0.4392 3.466 -1.037 7.175
O -0.1405 3.4480 1.0231 -0.477 3.318 0.983
N -0.6801 2.3123 -0.7525 -2.032 -0.226 -5.675
N 0.0607 1.2669 1.0431 3.232 4.998 0.343
H -0.4598 1.4318 -1.1954 -0.462 1.085 -1.082
H -0.5044 3.2246 -1.1487 -0.356 -0.428 -1.347
H 0.3048 1.2216 2.0221 0.109 1.201 -0.447
H 0.0454 0.3883 0.5453 0.144 4.421 2.419
```
Positions in Å, forces in eV/Å.

Properties
Charge = 0
HOMO = -8.5375 eV
Molecular weight = 234.2 g/mol
Relative energy (zero: lowest compared OMol25 entry of this formula, charge and spin) = 223.6 kcal per mole
Gap between HOMO and LUMO = 7.75 eV
Calculated total energy = -904.87307 hartree